This record from OMol25 describes a molecular structure, C34H57F3N2O2PbSi in a non-equilibrium geometry. The level of theory is ωB97M-V/def2-TZVPD.

## Properties
E_HOMO: -7.92 eV
Energy relative to the best compared isomer or geometry (same formula, charge and spin): 0.00 kcal per mole

Structure (XYZ):
```
100
C34H57F3N2O2PbSi, DFT ωB97M-V/def2-TZVPD
N -0.761 -0.438 1.491
C 1.919 -0.940 -6.343
H -0.291 5.370 -1.150
H -1.740 -4.829 0.645
H 0.744 -3.112 -2.163
H -3.301 4.031 0.770
C -2.487 2.035 1.016
C -2.849 2.140 -3.603
H -3.933 0.513 -0.856
H 1.587 -0.235 2.444
H 1.749 -1.409 3.769
H -1.345 4.785 0.147
C 2.537 3.569 -2.695
H -2.401 -1.425 3.610
H -0.779 -0.910 4.149
H 2.201 3.699 -5.697
C 4.094 1.389 -4.220
H 3.915 -2.659 -0.908
H -4.157 2.994 1.924
O 0.801 -0.597 -5.491
C -2.824 1.715 -2.279
H 2.580 -3.756 -1.270
F 2.264 3.511 0.781
H -2.722 1.754 3.094
C -0.297 0.038 -6.180
C -0.442 -1.829 1.555
H 2.807 -1.521 2.353
H 3.731 -3.110 -3.339
H -2.761 -1.529 -0.028
H 1.904 0.201 -2.236
H -0.016 -1.876 -3.195
H -0.160 -0.016 -7.274
N -1.753 1.871 -0.084
C -2.156 3.286 -3.991
C -2.213 1.362 2.215
H -2.170 3.594 -5.035
H 1.243 -0.168 -3.870
F 3.189 1.594 1.310
C 1.959 2.234 1.225
C 1.778 -1.293 2.671
H -1.591 -1.691 -6.043
H 3.387 4.175 -3.044
Si 2.391 2.088 -3.835
H -2.190 0.131 4.433
H -0.300 1.101 -5.892
C -1.377 -2.774 1.087
H 1.641 4.204 -2.726
C 1.165 -3.594 1.934
H 2.235 -0.048 -6.908
C 1.645 2.790 -5.419
H 0.353 1.008 -2.804
C -0.697 4.462 -0.684
C 0.230 -3.805 -4.155
C 2.929 -2.722 -1.386
Pb 0.392 0.938 -0.100
H -2.422 -0.157 -6.315
H 0.589 3.074 -5.310
H 0.778 -1.776 -7.956
C -1.729 -0.560 3.722
H 1.042 -4.527 -4.316
H -1.790 -0.520 -4.708
H 2.733 -1.212 -5.663
H 1.734 2.078 -6.250
C 0.821 -2.245 2.019
H 3.635 -1.398 -2.967
H 2.148 -3.902 2.293
H -3.269 -3.204 0.240
F 1.564 2.415 2.543
C 0.262 -4.524 1.425
C 1.558 -2.076 -7.254
H -0.927 4.955 -3.350
C -1.591 -0.626 -5.781
C -2.064 2.457 -1.348
H -2.797 -0.412 -1.881
C 1.370 0.673 -3.075
H 4.647 2.062 -4.891
C 3.102 -2.354 -2.851
H 2.431 -2.367 -7.838
H 4.670 1.289 -3.288
H 0.155 3.916 -0.245
C -3.496 0.443 -1.862
C -1.458 4.048 -3.054
H 0.536 -5.576 1.367
C -1.429 3.660 -1.717
H -4.369 2.728 0.183
H 2.728 3.288 -1.651
H -0.054 -3.356 -5.116
H 2.245 -2.044 -0.861
C -1.535 0.152 2.409
H -0.637 -4.342 -3.751
H -4.310 0.198 -2.560
O 1.939 -2.214 -3.662
H -3.413 1.553 -4.331
H 1.221 -2.940 -6.675
H -3.355 -2.041 1.570
C -3.639 3.002 0.960
C -2.756 -2.351 0.701
C -1.007 -4.114 1.014
C 0.681 -2.730 -3.197
H 4.040 0.401 -4.696
```

Atom charges from the Löwdin analysis, given in e for atoms 1 to 2:
1. N -0.074
2. C -0.253